Entry 1:
30
Properties=species:S:1:pos:R:3 method="wB97M-V/def2-TZVPD" e_above_lowest_kj_mol=484.6 max_force_ev_per_a=4.645 smiles="CC(C)/N=C1/CS1.C=Cn1cccc1" energy_ha=-936.28734 total_charge=0 homo_energy_ev=-8.31
S -2.16464 -2.30557 -0.42207
N -2.47642 0.30605 0.72101
N 2.67207 -0.53241 0.07981
C -3.87388 1.67405 -0.76215
C 1.54970 -2.59479 -0.81755
C 4.69604 0.35031 -0.18002
C -2.51453 1.15268 -0.40013
C -2.38404 -2.15881 1.38585
C 1.62534 -1.44268 -0.15900
C 3.96264 1.17386 0.68063
C -1.40927 2.22576 -0.16834
C 3.88787 -0.72136 -0.53223
C -2.45625 -0.94640 0.64712
C 2.69916 0.62788 0.74898
H 0.67469 -0.99859 0.03219
H 2.47329 -3.24437 -0.90320
H 4.21923 2.08864 1.19470
H -0.33379 1.90282 -0.14349
H 5.72212 0.66544 -0.39853
H -1.59955 2.92376 -0.86687
H -2.08467 0.41554 -1.13609
H 0.64472 -3.01457 -1.17406
H -4.23727 1.95894 0.23358
H -1.46436 -2.40607 2.09447
H -3.36910 -2.50203 1.86667
H 3.98982 -1.52492 -1.10014
H -3.93829 2.52591 -1.56184
H -4.55885 0.77875 -1.03675
H -1.65091 2.72579 0.87308
H 1.69913 0.89639 1.20437

---

Entry 2:
30
Properties=species:S:1:pos:R:3 method="wB97M-V/def2-TZVPD" e_above_lowest_kj_mol=90.7 max_force_ev_per_a=5.475 smiles="CC(C)(C)c1[nH]cc2c(=[NH2+])cc[nH]c12" energy_ha=-592.75129 total_charge=+1 homo_energy_ev=-11.35
N 4.14928 -1.02942 0.31904
N -0.29112 -1.73752 0.66668
N 0.90186 1.28551 -0.66393
C -2.23883 0.58320 -1.34669
C -2.04005 0.00599 0.18883
C -3.32079 -0.90776 0.20862
C 1.06640 -2.00333 0.67386
C 2.12917 1.73732 -0.83106
C -1.87365 1.21402 1.16731
C 0.68135 0.05516 -0.20167
C 3.25550 1.05732 -0.41763
C 3.06410 -0.27133 -0.00570
C -0.64047 -0.52354 0.16623
C 1.67965 -0.89273 0.12016
H -3.24068 1.18368 -1.40443
H 4.29011 1.46456 -0.41235
H 2.23148 2.81665 -1.18936
H -1.36906 1.17996 -1.65376
H 5.08645 -0.74168 -0.11221
H -2.53480 2.10179 1.20258
H -1.96988 0.82697 2.21223
H -2.35060 -0.34472 -1.96789
H -4.07403 -0.16303 0.30323
H 1.52744 -2.88552 1.07885
H -3.34697 -1.53918 -0.76326
H -0.95916 -2.28458 1.08340
H -3.31019 -1.64054 1.06632
H 0.11338 1.83107 -0.94965
H -0.82745 1.58132 0.93277
H 4.21154 -1.95962 0.52947

---

Entry 3:
30
Properties=species:S:1:pos:R:3 method="wB97M-V/def2-TZVPD" e_above_lowest_kj_mol=665.1 max_force_ev_per_a=5.575 energy_ha=-592.53253 total_charge=+1 homo_energy_ev="-10.74 / -10.31"
N -0.70176 -0.95707 1.26199
N 2.19682 -1.39921 0.19917
N -2.79600 1.80378 -0.80859
C 3.19514 0.62445 0.04373
C -0.90021 1.45314 0.81967
C 3.48722 -1.60713 0.15535
C -1.14922 -0.05237 -1.03855
C -2.56117 0.40920 -1.23417
C -2.29519 2.01648 0.57669
C -0.82870 0.04439 0.39404
C 4.17381 -0.37445 0.07944
C 1.98067 -0.05130 0.10557
C 1.11385 -2.37070 0.31048
C -0.02909 -1.99642 1.30365
H -2.28046 3.09347 0.87451
H 0.60441 -2.61198 -0.62668
H -3.78153 1.97648 -1.06544
H 1.67066 -3.27245 0.63012
H -0.50089 0.60254 -1.68777
H -2.79645 0.28097 -2.38404
H -2.08970 2.41631 -1.40058
H -0.05491 2.09107 0.23186
H 3.99113 -2.65926 0.12833
H 5.32093 -0.21594 -0.00914
H -3.30476 -0.34144 -0.68673
H 3.30549 1.74347 0.03515
H -0.25829 -2.68305 2.04867
H -3.14115 1.42329 1.19896
H -0.96111 -1.18434 -1.32838
H -0.60952 1.79806 1.87270

---

Entry 4:
41
Properties=species:S:1:pos:R:3 method="wB97M-V/def2-TZVPD" spin_multiplicity=4 max_force_ev_per_a=0.589 energy_ha=-2784.00005 total_charge=0 homo_energy_ev="-6.96 / -6.91"
Re -0.73257 -0.54671 1.40681
Te -2.98987 -2.07076 1.89466
Te 0.43685 -1.97253 3.42083
Te 1.57792 -4.01613 2.21724
Te -2.10173 -2.90007 4.21196
S -1.34349 1.14681 2.97800
P 1.15358 0.79364 0.74606
O -0.40944 -1.73101 -0.14196
O 2.01306 0.24638 -0.49091
O 2.25202 1.30723 1.80861
O 0.63702 2.17672 0.19114
N -2.58743 1.76045 0.63012
N -1.90409 0.67761 0.12675
N -2.96419 3.15187 2.38730
C -0.30201 -2.65095 -2.28140
C 2.55957 -1.08450 -0.53400
C -0.73977 -1.63850 -1.41256
C -0.59625 -2.60582 -3.62546
C -1.34461 -1.55094 -4.15272
C 1.53124 3.20058 -0.27666
C -2.06316 0.49008 -1.13619
C -2.37931 2.03862 1.87012
C 3.21701 0.38954 2.33010
C -1.79451 -0.56342 -3.31065
C -1.51117 -0.57415 -1.93363
H 3.63592 -1.02392 -0.37645
H 4.06846 0.31023 1.65449
H 2.42914 2.76381 -0.70926
H -1.57478 -1.51556 -5.20882
H -3.68017 3.59117 1.83301
H -0.24478 -3.39796 -4.27440
H 2.79682 -0.60884 2.47482
H 2.35688 -1.48095 -1.52625
H 0.99103 3.76160 -1.03377
H 1.79400 3.85216 0.55403
H 0.26918 -3.46269 -1.84854
H -3.02877 3.22983 3.38576
H -2.69556 1.21365 -1.64396
H 3.54620 0.77938 3.28934
H 2.10952 -1.73959 0.21232
H -2.38778 0.25368 -3.70588